--- a ---
{"formula": "C2H3NOS2", "method": "the ωB97M-V functional and the def2-TZVPD basis", "e_lumo_ev": -1.0, "homo_energy_ha": -0.3309, "symbols": ["C", "C", "H", "H", "H", "N", "O", "S", "S"], "positions_angstrom": [[-0.538, 0.722, -0.092], [-1.251, -0.579, 0.350], [3.075, -0.572, 0.763], [1.140, 1.403, -1.062], [-1.194, -1.067, 1.651], [0.838, 0.473, -0.587], [-1.205, 1.791, -0.202], [1.634, -1.039, -0.327], [-2.499, -1.132, -0.494]], "nbo_charge": [0.61, -0.45, 0.11, 0.43, 0.25, -0.83, -0.54, 0.24, 0.17]}



--- b ---
{"formula": "C2H3NOS2", "method": "the ωB97M-V functional and the def2-TZVPD basis", "smiles": "O=CSNC=S", "e_lumo_ev": -0.4, "homo_energy_ha": -0.3375, "symbols": ["O", "C", "S", "N", "C", "S", "H", "H", "H"], "positions_angstrom": [[2.440, 1.717, -0.393], [1.771, 0.666, 0.196], [1.024, -0.454, -0.887], [-0.348, -0.804, -0.043], [-1.642, -0.268, -0.138], [-1.911, 1.339, -0.522], [1.469, 0.555, 1.437], [-0.455, -1.721, 0.266], [-2.347, -1.030, 0.084]], "nbo_charge": [-0.53, 0.12, 0.54, -0.78, -0.07, -0.05, 0.19, 0.39, 0.19]}



--- c ---
{"formula": "C2H3NOS2", "method": "the ωB97M-V functional and the def2-TZVPD basis", "smiles": "O=CN(S)C=S", "e_lumo_ev": -0.5, "homo_energy_ha": -0.3390, "symbols": ["O", "C", "N", "S", "C", "S", "H", "H", "H"], "positions_angstrom": [[1.850, -1.303, -0.001], [1.471, -0.155, -0.004], [0.105, 0.197, -0.010], [-0.245, 1.908, -0.001], [-0.852, -0.763, -0.001], [-2.465, -0.543, -0.003], [2.123, 0.725, 0.006], [-1.575, 1.703, 0.001], [-0.413, -1.770, 0.014]], "nbo_charge": [-0.53, 0.55, -0.58, 0.16, -0.10, -0.05, 0.14, 0.17, 0.24]}



Most stable pick: c. Distance to second place: 45.9 kcal/mol.



--- a ---
{"formula": "C2H3NOS2", "method": "the ωB97M-V functional and the def2-TZVPD basis", "e_lumo_ev": -0.2, "homo_energy_ha": -0.3387, "symbols": ["C", "C", "H", "H", "H", "N", "O", "S", "S"], "positions_angstrom": [[-1.140, -0.221, 0.054], [1.353, 0.801, 0.459], [-0.533, -2.016, 0.572], [1.090, 0.799, 1.629], [1.993, 1.511, -0.060], [-0.196, -1.135, 0.596], [-2.258, -0.640, -0.183], [1.392, -0.768, -0.363], [-0.417, 1.348, -0.132]], "nbo_charge": [0.47, -0.67, 0.39, 0.28, 0.25, -0.73, -0.57, 0.39, 0.19]}



--- b ---
{"formula": "C2H3NOS2", "method": "the ωB97M-V functional and the def2-TZVPD basis", "smiles": "O=C1CSSN1", "e_lumo_ev": -1.2, "homo_energy_ha": -0.3397, "symbols": ["O", "C", "C", "S", "S", "N", "H", "H", "H"], "positions_angstrom": [[-0.001, 1.261, -1.504], [0.084, 0.444, -0.561], [-1.061, -0.282, 0.056], [-0.260, -1.769, 0.970], [1.229, -0.673, 1.771], [1.335, 0.179, -0.161], [-1.549, 0.474, 0.763], [-1.734, -0.484, -0.847], [1.958, 0.849, -0.486]], "nbo_charge": [-0.61, 0.60, -0.61, 0.13, 0.21, -0.65, 0.26, 0.28, 0.40]}



Most stable pick: a. Distance to second place: 4.5 kcal/mol.



--- a ---
{"formula": "C2H3ClFI", "method": "the ωB97M-V functional and the def2-TZVPD basis", "e_lumo_ev": [-0.4, -0.6], "homo_energy_ha": [-0.3635, -0.3295], "symbols": ["C", "C", "F", "Cl", "I", "H", "H", "H"], "positions_angstrom": [[0.458, -0.558, 0.459], [-0.498, 0.464, -0.028], [-1.649, -0.001, -0.522], [-0.724, 1.831, 0.989], [0.608, -2.237, -0.869], [1.454, -0.139, 0.578], [0.110, -0.957, 1.417], [0.241, 1.597, -2.024]], "nbo_charge": [-0.64, 0.34, -0.33, 0.02, 0.13, 0.26, 0.24, -0.02]}



--- b ---
{"formula": "C2H3ClFI", "method": "the ωB97M-V functional and the def2-TZVPD basis", "e_lumo_ev": [-1.0, -2.7], "homo_energy_ha": [-0.3504, -0.3277], "symbols": ["C", "C", "F", "Cl", "I", "H", "H", "H"], "positions_angstrom": [[-0.140, 0.217, 0.202], [-1.110, 0.210, 1.349], [-0.501, 0.389, 2.494], [-2.473, 1.120, 1.182], [-2.214, -2.880, 1.310], [0.388, 1.256, 0.183], [0.448, -0.780, 0.384], [-0.789, 0.177, -0.730]], "nbo_charge": [-0.73, 0.41, -0.31, 0.09, -0.21, 0.25, 0.27, 0.25]}



Most stable pick: b. Distance to second place: 45.6 kcal/mol.



--- a ---
{"formula": "C26H42N3PtSeSi4Te", "method": "the ωB97M-V functional and the def2-TZVPD basis", "e_lumo_ev": 2.4, "homo_energy_ha": -0.1448, "charge": -1, "symbols": ["Pt", "C", "N", "C", "C", "C", "C", "C", "N", "C", "C", "C", "C", "C", "C", "H", "H", "H", "H", "H", "H", "H", "H", "H", "H", "H", "Se", "C", "C", "C", "N", "C", "C", "H", "H", "H", "H", "C", "Si", "C", "C", "Si", "Te", "Si", "C", "C", "C", "Si", "C", "C", "C", "H", "H", "H", "H", "H", "H", "H", "H", "H", "H", "H", "H", "H", "H", "H", "H", "H", "H", "H", "H", "H", "H", "H", "H", "H", "H", "H"], "positions_angstrom": [[0.035, -2.145, 0.069], [2.959, -3.751, -0.226], [1.689, -3.446, 0.458], [1.420, -4.276, 1.419], [0.142, -4.286, 2.013], [-0.404, -4.951, 3.116], [-1.699, -4.457, 3.252], [-1.884, -3.516, 2.226], [-0.786, -3.427, 1.468], [3.421, -2.812, -1.305], [4.506, -1.968, -1.103], [4.975, -1.161, -2.129], [4.362, -1.194, -3.372], [3.276, -2.032, -3.583], [2.810, -2.836, -2.556], [2.844, -4.731, -0.702], [3.747, -3.851, 0.526], [2.170, -5.002, 1.736], [0.094, -5.678, 3.738], [-2.432, -4.737, 3.992], [-2.762, -2.929, 2.015], [4.979, -1.934, -0.128], [5.812, -0.497, -1.952], [4.718, -0.554, -4.170], [2.775, -2.041, -4.543], [1.946, -3.472, -2.710], [-1.934, -1.099, -0.804], [-3.479, -2.059, -0.174], [-4.461, -1.440, 0.590], [-5.578, -2.167, 0.980], [-5.779, -3.445, 0.669], [-4.834, -4.031, -0.068], [-3.689, -3.392, -0.513], [-4.355, -0.404, 0.888], [-6.348, -1.695, 1.583], [-5.004, -5.075, -0.315], [-2.952, -3.924, -1.100], [-3.352, 2.396, -0.733], [-1.671, 2.618, -1.549], [-1.533, 4.481, -1.853], [-1.604, 1.784, -3.228], [0.120, 1.861, -0.225], [1.319, -0.189, -1.049], [-0.322, 1.695, 2.071], [1.076, 0.742, 2.883], [-0.414, 3.422, 2.836], [-1.930, 0.818, 2.480], [1.908, 3.357, -0.541], [2.372, 3.361, -2.369], [1.572, 5.147, -0.034], [3.416, 2.809, 0.447], [-4.149, 2.695, -1.421], [-3.424, 3.028, 0.157], [-3.516, 1.359, -0.436], [-2.391, 4.822, -2.440], [-0.626, 4.742, -2.402], [-1.530, 5.038, -0.913], [-2.452, 2.087, -3.850], [-1.613, 0.697, -3.129], [-0.680, 2.061, -3.743], [2.047, 1.205, 2.696], [1.108, -0.271, 2.474], [0.922, 0.677, 3.964], [0.526, 3.964, 2.719], [-0.631, 3.352, 3.906], [-1.204, 4.017, 2.371], [-1.972, -0.136, 1.951], [-2.799, 1.411, 2.185], [-1.987, 0.628, 3.556], [1.619, 3.880, -2.967], [2.450, 2.337, -2.743], [3.333, 3.860, -2.527], [0.727, 5.574, -0.574], [2.452, 5.763, -0.247], [1.363, 5.225, 1.034], [3.639, 1.757, 0.262], [3.240, 2.932, 1.519], [4.291, 3.408, 0.178]], "lowdin_charge": [0.42, -0.18, -0.13, -0.13, -0.35, -0.07, -0.10, -0.16, -0.12, -0.31, -0.08, -0.10, -0.11, -0.11, -0.11, 0.12, 0.12, 0.13, 0.09, 0.08, 0.09, 0.11, 0.10, 0.10, 0.10, 0.12, 0.54, -0.63, -0.13, -0.17, 0.04, -0.17, -0.13, 0.08, 0.10, 0.10, 0.10, -0.23, 0.32, -0.24, -0.24, 0.04, 0.51, 0.32, -0.22, -0.22, -0.22, 0.30, -0.23, -0.22, -0.23, 0.03, 0.02, -0.03, 0.02, 0.01, 0.02, 0.03, -0.02, 0.02, 0.01, 0.00, 0.03, 0.00, 0.02, 0.02, -0.02, 0.02, 0.03, 0.01, 0.00, 0.02, 0.00, 0.03, 0.01, 0.00, 0.01, 0.02]}



--- b ---
{"formula": "C26H42N3PtSeSi4Te", "method": "the ωB97M-V functional and the def2-TZVPD basis", "e_lumo_ev": [1.9, 1.9], "homo_energy_ha": [-0.1404, -0.1401], "charge": -1, "symbols": ["Pt", "C", "N", "C", "C", "C", "C", "C", "N", "C", "C", "C", "C", "C", "C", "H", "H", "H", "H", "H", "H", "H", "H", "H", "H", "H", "Se", "C", "C", "C", "N", "C", "C", "H", "H", "H", "H", "C", "Si", "C", "C", "Si", "Te", "Si", "C", "C", "C", "Si", "C", "C", "C", "H", "H", "H", "H", "H", "H", "H", "H", "H", "H", "H", "H", "H", "H", "H", "H", "H", "H", "H", "H", "H", "H", "H", "H", "H", "H", "H"], "positions_angstrom": [[-1.009, -0.032, 1.742], [-3.655, 1.993, 2.604], [-2.942, 0.729, 2.740], [-3.483, -0.196, 3.448], [-2.825, -1.448, 3.621], [-3.167, -2.604, 4.319], [-2.121, -3.511, 4.092], [-1.202, -2.858, 3.268], [-1.627, -1.617, 2.984], [-3.201, 2.777, 1.403], [-4.013, 2.897, 0.283], [-3.590, 3.620, -0.825], [-2.344, 4.227, -0.820], [-1.524, 4.110, 0.295], [-1.951, 3.389, 1.396], [-3.484, 2.590, 3.507], [-4.733, 1.808, 2.529], [-4.453, -0.044, 3.931], [-4.060, -2.758, 4.902], [-2.032, -4.515, 4.471], [-0.265, -3.223, 2.877], [-4.982, 2.411, 0.273], [-4.227, 3.694, -1.697], [-2.002, 4.774, -1.689], [-0.540, 4.558, 0.297], [-1.294, 3.269, 2.250], [1.149, 1.111, 1.906], [1.444, 0.961, 3.795], [2.287, -0.014, 4.321], [2.490, -0.070, 5.690], [1.923, 0.759, 6.566], [1.109, 1.682, 6.056], [0.841, 1.823, 4.705], [2.774, -0.724, 3.665], [3.145, -0.828, 6.107], [0.641, 2.352, 6.771], [0.164, 2.595, 4.362], [3.922, 0.724, -0.965], [2.486, 1.025, -2.132], [3.229, 1.027, -3.867], [1.754, 2.720, -1.804], [0.742, -0.544, -2.007], [-1.305, 0.264, -0.825], [1.398, -2.623, -1.158], [-0.122, -3.637, -0.748], [2.422, -3.543, -2.448], [2.427, -2.444, 0.396], [-0.167, -0.784, -4.154], [-0.780, 0.894, -4.745], [1.005, -1.449, -5.473], [-1.623, -1.971, -4.087], [4.613, 1.569, -1.040], [4.466, -0.183, -1.233], [3.597, 0.631, 0.070], [4.048, 1.749, -3.913], [2.494, 1.305, -4.622], [3.630, 0.047, -4.134], [2.531, 3.488, -1.785], [1.237, 2.720, -0.843], [1.020, 2.982, -2.567], [-0.764, -3.773, -1.619], [-0.715, -3.132, 0.015], [0.169, -4.623, -0.373], [1.844, -3.717, -3.355], [2.748, -4.514, -2.065], [3.312, -2.975, -2.725], [1.939, -1.766, 1.098], [3.415, -2.035, 0.180], [2.555, -3.416, 0.879], [0.054, 1.537, -5.031], [-1.340, 1.404, -3.959], [-1.432, 0.776, -5.614], [1.887, -0.824, -5.601], [0.478, -1.492, -6.430], [1.346, -2.456, -5.235], [-2.318, -1.695, -3.295], [-1.288, -2.991, -3.893], [-2.159, -1.965, -5.040]], "lowdin_charge": [0.38, -0.19, -0.08, -0.12, -0.36, -0.07, -0.12, -0.18, -0.14, -0.26, -0.07, -0.11, -0.11, -0.10, -0.09, 0.12, 0.11, 0.13, 0.09, 0.08, 0.10, 0.11, 0.10, 0.10, 0.10, 0.09, 0.55, -0.64, -0.12, -0.17, 0.04, -0.17, -0.12, 0.09, 0.09, 0.09, 0.09, -0.23, 0.32, -0.23, -0.23, 0.04, 0.45, 0.31, -0.22, -0.22, -0.22, 0.29, -0.23, -0.21, -0.23, 0.03, 0.02, -0.02, 0.03, 0.01, 0.02, 0.03, -0.01, 0.02, 0.01, 0.01, 0.03, 0.00, 0.02, 0.02, -0.02, 0.01, 0.03, 0.02, 0.00, 0.02, 0.00, 0.03, 0.01, 0.00, 0.02, 0.02]}



Most stable pick: a. Distance to second place: 41.5 kcal/mol.